The following is a DFT calculation (ωB97M-V/def2-TZVPD) of a cluster of 3 separate species, C5H13NO2 in total.

Cartesian coordinates (Å):
C: 1.400 -1.212 -0.107
N: -1.262 0.941 -0.021
C: -0.418 0.425 -0.883
C: 0.890 0.208 -0.261
C: -1.638 0.822 -2.985
C: -0.575 0.429 -2.317
H: 1.926 -1.573 -0.989
H: 0.524 -1.819 0.108
H: 1.973 -1.406 0.790
H: -1.116 0.371 0.907
H: -2.234 0.800 -0.295
H: 1.632 0.762 -0.844
H: -2.604 0.935 -2.510
H: -1.682 0.806 -4.055
H: 0.271 0.114 -2.928
H: 0.757 0.661 0.713
H: 2.014 -1.147 3.322
O: 1.805 -0.269 2.989
H: 0.896 -0.356 2.556
H: -1.187 -0.866 2.630
O: -0.544 -0.745 1.926

The calculation puts the LUMO energy at -1.49 eV. As for the relative energy (zero: lowest compared OMol25 entry of this formula, charge and spin): 83.6 kcal per mole. The total charge is 0. As for the HOMO-LUMO gap: 7.087 eV.



The following is a DFT calculation (ωB97M-V/def2-TZVPD) of an isolated molecule of C6H12S.

Cartesian coordinates (Å):
C: -0.279 -0.085 -1.432
C: -1.276 0.648 -0.534
C: 0.940 -0.275 -0.572
C: 1.055 -1.461 0.308
C: 1.865 0.862 -0.336
C: -1.981 -0.032 0.531
S: -1.352 0.295 2.312
H: -0.687 -1.044 -1.751
H: -0.067 0.522 -2.312
H: -1.107 1.709 -0.410
H: 0.325 -2.228 0.060
H: 0.948 -1.211 1.368
H: 2.055 -1.883 0.180
H: 1.871 1.544 -1.186
H: 2.872 0.480 -0.175
H: 1.597 1.429 0.559
H: -1.944 -1.114 0.440
H: -3.016 0.303 0.596
H: -1.821 1.540 2.355

The calculation puts the LUMO energy (alpha / beta) at 0.18 / 0.84 eV. As for the relative energy (zero: lowest compared OMol25 entry of this formula, charge and spin): 64.2 kcal per mole. The total charge is 0. As for the HOMO-LUMO gap (alpha / beta): 7.257 / 8.404 eV.



The following is a DFT calculation (ωB97M-V/def2-TZVPD) of a structure of composition C24H56AsF6N8O8.

Cartesian coordinates (Å):
As: 0.126 0.706 0.996
F: 1.365 -0.555 1.291
F: 0.136 1.267 2.670
F: -1.128 1.864 0.650
F: 0.135 0.199 -0.665
F: -1.049 -0.540 1.346
F: 1.321 1.941 0.660
C: -0.320 -0.823 -4.203
C: -1.524 -0.141 -4.917
O: -2.392 -0.883 -5.351
N: -1.530 1.204 -5.002
C: -2.509 2.095 -5.571
H: -0.210 -0.419 -3.199
H: 0.566 -0.771 -4.839
H: -0.524 -1.891 -4.190
H: -0.688 1.655 -4.673
H: -3.514 1.696 -5.452
H: -2.217 2.135 -6.627
H: -2.455 3.118 -5.206
C: 2.912 -3.469 0.888
C: 1.609 -3.877 0.231
O: 1.482 -5.082 0.019
N: 0.724 -2.934 -0.082
C: -0.563 -3.154 -0.686
H: 2.974 -2.629 1.586
H: 3.632 -3.289 0.087
H: 3.248 -4.299 1.507
H: 0.838 -1.985 0.288
H: -1.338 -2.663 -0.081
H: -0.975 -4.145 -0.483
H: -0.641 -2.714 -1.678
C: 3.758 1.213 3.016
C: 3.372 2.032 4.214
O: 4.263 2.529 4.906
N: 2.080 2.144 4.643
C: 1.609 2.461 5.966
H: 3.123 1.590 2.209
H: 3.658 0.143 3.188
H: 4.804 1.431 2.823
H: 1.437 2.005 3.871
H: 2.261 2.008 6.719
H: 0.624 2.046 6.159
H: 1.701 3.521 6.209
C: -3.144 -3.138 2.652
C: -2.322 -4.410 2.625
O: -2.584 -5.370 1.910
N: -1.244 -4.401 3.441
C: -0.455 -5.564 3.827
H: -3.980 -3.189 3.346
H: -3.404 -2.838 1.639
H: -2.509 -2.344 3.044
H: -1.014 -3.525 3.902
H: -0.182 -5.467 4.876
H: 0.453 -5.600 3.221
H: -0.979 -6.497 3.635
C: 0.447 -1.516 4.297
C: -0.800 -1.386 5.169
O: -1.551 -2.315 5.426
N: -1.155 -0.106 5.434
C: -2.337 0.244 6.175
H: 0.881 -0.524 4.158
H: 0.059 -1.623 3.279
H: 1.174 -2.268 4.582
H: -0.557 0.652 5.161
H: -3.319 0.122 5.720
H: -2.176 1.315 6.339
H: -2.361 -0.164 7.188
C: -3.089 3.225 -1.336
C: -4.360 3.170 -2.120
O: -5.085 4.153 -2.185
N: -4.671 1.973 -2.676
C: -5.856 1.813 -3.496
H: -2.593 2.255 -1.426
H: -3.276 3.334 -0.267
H: -2.455 4.065 -1.608
H: -4.021 1.210 -2.745
H: -6.759 2.082 -2.947
H: -5.852 0.856 -4.007
H: -5.817 2.596 -4.264
C: 3.017 -0.611 -1.402
C: 3.820 -0.912 -2.651
O: 3.294 -1.050 -3.739
N: 5.070 -1.411 -2.393
C: 6.146 -1.658 -3.346
H: 2.929 0.460 -1.200
H: 3.355 -1.043 -0.463
H: 2.001 -0.937 -1.603
H: 5.289 -1.587 -1.429
H: 6.976 -2.070 -2.772
H: 6.472 -0.693 -3.733
H: 5.898 -2.376 -4.124
C: -0.285 5.185 -5.286
C: 0.270 3.987 -4.551
O: 0.842 3.083 -5.146
N: 0.107 3.977 -3.206
C: 0.703 2.959 -2.332
H: 0.210 6.129 -5.058
H: -1.359 5.297 -5.131
H: -0.085 5.005 -6.342
H: -0.429 4.729 -2.808
H: 1.375 3.309 -1.555
H: 1.243 2.272 -2.982
H: -0.149 2.397 -1.951

The calculation puts the LUMO energy at 2.21 eV. As for the relative energy (zero: lowest compared OMol25 entry of this formula, charge and spin): 17.0 kcal per mole. The total charge is -1. As for the HOMO-LUMO gap: 9.080 eV.



Number 1: calculated total energy -403.44334 Eh. Number 2: calculated total energy -633.88233 Eh. Number 3: calculated total energy -4823.36547 Eh.